105
Properties=species:S:1:pos:R:3 method="wB97M-V/def2-TZVPD" lumo_ha="-0.3109 / -0.3106" homo_ev="-13.37 / -13.36" charge=+2 homo_lumo_gap_ev="4.91 / 4.91"
H -3.89500 1.51460 3.96490
O -0.14730 1.83250 0.25140
H 1.07280 5.22050 0.65340
Se -2.03260 0.02750 -1.28240
C -5.00640 -1.41250 -0.89570
H -5.99650 -1.04890 -1.17320
H 2.35610 4.29480 5.05970
H -6.12230 0.85440 4.82590
C -0.04270 3.57140 3.44690
H 6.13060 -2.87380 0.64530
H -0.36890 6.25410 2.46480
H -0.15400 4.53820 3.90680
H 2.19760 -5.67220 3.89240
H -1.97490 5.56790 2.80110
C 0.68590 -1.97980 3.29790
C -5.80530 0.52270 3.84980
C -6.32940 -0.72440 1.83430
H -0.07660 2.95800 7.57650
H -2.95710 3.81380 1.27290
H -4.34580 -1.36970 -1.76170
C 0.68220 -1.42970 -2.68700
N -3.08370 0.63110 1.34240
C 1.14890 -1.83000 -5.12740
H 2.23680 2.00320 7.17070
H -7.63590 -0.52800 3.50080
C -0.15350 2.15720 1.54390
H -2.28380 1.19880 1.59510
C 1.58240 4.16140 5.81160
C 0.25380 -3.45320 5.68760
H 3.98460 -4.97700 1.09370
H 0.49440 -4.37660 -4.33990
H 2.05220 4.22650 6.78980
S 1.01160 0.27220 -2.75480
W 0.30270 0.11920 -0.39100
C 5.29440 -2.55580 1.26360
H 0.87470 4.98210 5.74410
H -0.19080 5.61410 -0.51210
C -0.37370 3.42610 2.10860
F 2.36600 -1.28260 -5.14480
H -0.16150 -1.78370 3.93270
C 1.89070 1.72570 6.17860
N 0.25510 -1.83800 -1.46000
H 4.71060 -4.61820 -0.46110
C 3.96930 -2.86160 0.54900
C 0.77100 -2.33860 -3.75240
N 0.04660 -0.15510 1.71500
H 5.39180 -1.48740 1.45000
C 0.14040 1.02760 2.39390
C -0.90670 4.54020 1.22330
C 0.16900 4.85240 0.17260
C 0.90870 2.78830 5.66950
H -0.19880 -5.10530 -2.06570
N -4.45380 -0.59800 0.15090
H 2.59090 -4.20690 6.64090
H -2.58260 4.83140 -0.11080
H 3.61500 -4.03190 5.21880
C -2.19200 4.04860 0.53280
H 1.16010 -5.93720 5.28470
C 1.90140 -1.49310 1.23340
H -2.01150 3.17330 -0.09490
C -4.21290 0.45340 2.11670
H 3.34260 -4.00000 2.91210
H 4.76080 -2.41200 -1.40450
C 0.84400 -1.23940 2.14950
H -1.69780 6.53190 1.35780
H 2.95730 -4.59850 -0.28860
C 2.81910 -2.51460 1.48740
F 1.13330 -2.81070 -6.02330
C -6.67100 -0.26920 3.09220
H 0.33060 -2.42570 6.03610
H 0.81620 0.39430 4.31010
C 0.44620 -3.66390 -3.53220
C 2.63540 -3.22220 2.67890
H -0.68010 -3.58730 5.14700
C 1.60070 -2.99600 3.58380
C 1.31570 -5.31100 4.41160
H 0.21770 -4.08980 6.56670
F 0.28360 -0.89650 -5.53920
C 2.71930 -3.66330 5.70890
C 0.04800 -4.07210 -2.25720
C -0.35560 2.75320 6.54720
H -0.82660 1.77360 6.50420
C -1.25040 5.79760 2.02140
H 1.43100 0.74390 6.26560
H 4.07230 -1.00710 -0.60880
C -3.25320 -0.00880 0.16490
O 1.85100 -0.67390 0.16100
H 0.45750 -5.42720 3.75340
H 0.41980 3.96280 -0.40990
C 3.94290 -2.07770 -0.76940
H -7.00020 -1.33710 1.25370
H 5.35520 -3.07620 2.21490
C 0.47800 2.52150 4.24550
C 3.89520 -4.35860 0.20760
H -1.07680 3.50070 6.22850
C -4.56110 0.89780 3.38260
H 2.75920 1.65810 5.52660
C -5.08430 -0.34270 1.35140
H -5.09950 -2.44390 -0.55040
C 1.46740 -3.84280 4.83790
H -0.37940 -3.38440 -0.25650
C 0.51110 1.24230 3.72120
H 3.01090 -2.24730 -1.31510
H 2.86440 -2.61140 5.94660
C -0.04690 -3.13070 -1.25750



9
Properties=species:S:1:pos:R:3 method="wB97M-V/def2-TZVPD" lumo_ha=0.0176 homo_ev=-7.87 homo_lumo_gap_ev=8.35 relative_energy_ev=2.278
C -0.47260 0.65906 -0.31619
H 0.18785 -1.57619 1.31126
H -1.83919 2.12956 -0.25662
C 0.52685 -0.31224 -0.41320
C 1.80208 -2.53468 0.60219
H 1.27437 0.16638 -1.19493
O 2.61177 -3.33771 0.84436
N -1.44587 1.32157 -0.64706
C 0.94091 -1.52185 0.49184



19
Properties=species:S:1:pos:R:3 method="wB97M-V/def2-TZVPD" lumo_ha="-0.2020 / -0.2021" homo_ev="-12.43 / -12.43" charge=+1 homo_lumo_gap_ev="6.93 / 6.93" relative_energy_ev=3.951
H -1.84893 1.03253 1.25568
C -1.92237 -1.96441 0.00696
I 3.60972 -0.96656 -0.23370
F 2.47467 3.11993 0.98634
C 2.35205 2.64448 -0.24180
F 1.44915 3.33544 -0.92771
H -1.18749 2.05459 -0.10626
N -0.61071 -1.28519 0.00771
C -1.60450 0.99883 0.22007
N -0.45764 0.04668 0.03769
H -2.47665 0.67261 -0.37632
C 1.54405 -0.84093 -0.11937
H -1.95074 -2.90070 0.50799
H 3.27288 2.13332 -0.53489
C 0.84225 0.38576 -0.00762
H -2.65506 -1.42829 0.58563
H -2.13127 -2.35142 -0.93842
C 0.58680 -1.84463 -0.10663
H 0.71380 -2.84205 -0.01534



71
Properties=species:S:1:pos:R:3 method="wB97M-V/def2-TZVPD" lumo_ha=0.1197 homo_ev=-5.27 charge=-2 homo_lumo_gap_ev=8.53 relative_energy_ev=11.430
O 51.84300 28.94400 11.42300
H 55.36900 27.67300 16.72500
O 52.32700 30.09200 14.50300
H 53.52000 27.99000 9.75500
O 48.80900 32.41000 9.51800
O 47.83000 29.77100 10.05900
O 55.66000 32.21000 13.73000
O 44.97900 26.33400 14.77800
H 44.73000 29.69500 8.66500
H 53.91900 31.78100 16.52100
H 47.49600 26.51900 9.40300
H 52.99700 26.31000 12.18700
O 49.77300 27.64500 11.87200
C 48.74700 27.89600 11.13800
H 54.14600 28.99300 10.72300
O 55.86900 28.92300 13.95500
B 47.51800 28.63900 14.92000
O 52.02300 25.77500 11.87500
O 47.44900 29.89000 14.03600
O 48.33200 31.86600 13.93100
C 47.33900 26.60100 14.26600
H 55.58400 28.72800 14.92900
C 46.12300 26.88800 14.93200
C 48.74500 29.31300 10.78000
O 52.88100 31.65200 16.70800
H 44.86500 28.76900 11.25300
H 54.30100 26.84300 11.46600
H 51.22400 26.25600 11.79200
O 54.58000 31.99900 11.19300
O 48.19400 27.48500 14.23600
H 55.72500 31.32900 13.86100
H 48.48400 31.69600 10.17400
H 53.95000 28.26200 16.21400
O 47.60100 25.54300 13.64000
O 51.71500 30.49700 8.50200
C 52.60800 29.29400 12.30800
H 49.59800 24.05100 11.17300
O 49.65600 29.94500 11.31000
O 53.96600 26.43000 12.24900
H 48.80000 31.90400 8.69300
O 46.17000 28.07700 15.24900
O 54.36700 28.20000 10.26800
H 45.95400 27.87800 11.75500
O 45.35800 29.23800 9.23900
O 47.82500 27.15600 11.07400
O 48.92800 31.25600 16.55000
O 54.84800 28.42900 16.42600
C 48.41100 30.44300 15.74900
O 50.68900 29.32900 13.38700
H 53.28100 28.15600 7.72400
C 48.01900 30.81300 14.49000
H 55.25200 32.15700 12.82600
O 53.73900 29.75100 12.19700
B 50.47900 28.94200 11.98100
H 47.88700 25.33100 8.77400
O 48.25200 29.24900 16.09200
O 47.26100 26.07000 8.62800
H 52.43100 31.23200 16.02200
O 44.99300 28.13600 11.92800
H 48.23200 24.36800 11.67400
H 52.40800 30.89500 7.86600
C 51.87500 29.49300 13.53200
H 46.14900 29.73200 9.45800
H 51.98700 25.18900 12.58300
H 51.90400 30.95400 9.31200
H 52.54200 28.82900 8.80600
H 54.40200 31.36600 10.44200
O 53.02300 28.00300 8.53700
H 55.06800 28.44600 13.46900
H 54.15800 31.32400 11.61800
O 48.64600 23.91500 11.05700



82
Properties=species:S:1:pos:R:3 method="wB97M-V/def2-TZVPD" lumo_ha="-0.1221 / -0.1760" spin_multiplicity=2 homo_ev="-10.61 / -10.61" charge=+1 homo_lumo_gap_ev="7.28 / 5.82" relative_energy_ev=0.438
H -0.67869 -0.91444 -5.77863
C 3.76303 -0.66073 1.42354
C 1.89432 -0.64040 -3.56731
C -0.15963 -0.75155 -4.84374
C -5.79490 -0.42557 -0.36519
C -4.18871 0.35537 1.27514
H -3.20788 0.72186 4.95868
C 3.42153 -0.69316 -3.50104
C -4.76218 -0.58021 -1.26358
C 3.93704 0.71378 -3.16808
N -1.11189 2.35627 0.49033
N -2.42243 -3.35025 1.59764
C -3.45754 -0.28533 -0.86490
H 1.66204 -0.35548 -1.45623
C -5.49443 0.07529 0.89405
C -0.11133 -3.43176 2.23106
C 1.44436 -0.31876 2.17244
O 0.13888 2.17100 -1.41379
N -1.13107 -0.14563 -1.37789
N 1.18027 0.46287 1.13622
C 3.52805 0.34746 0.56580
H 3.46399 1.11463 -2.27255
C 0.41594 -0.46352 3.19763
H -0.05901 5.80531 -2.11723
C 1.12355 -2.96517 2.01644
C 3.86256 -1.70299 -2.43322
C -0.22557 -0.32132 -2.44592
C -1.21550 5.07103 -0.00853
C 0.08006 4.72849 -2.07382
Ir -1.06912 0.30152 0.71500
H -0.52705 -2.16370 6.99002
H -4.96191 -0.92407 -2.27154
C 1.21655 -0.78822 -4.78322
H 3.71190 1.40351 -3.98299
C 2.66182 -1.17475 2.27322
N 0.17989 -1.97985 6.30009
H 1.06729 -2.44607 6.34844
H 1.14297 4.49627 -2.05844
O -1.00040 -1.88009 0.67245
N 2.21865 -2.54842 1.80949
H -6.81304 -0.65883 -0.64418
H 3.83729 -0.41026 -5.62878
C -3.09840 0.13072 0.42910
H 1.76764 -0.96219 -5.69466
H 2.97119 -1.29835 3.31136
H 4.32388 0.74363 -0.04813
N -2.73774 0.70058 4.06767
C -1.76598 3.18426 1.38292
S -2.57990 -0.57860 -3.47588
H 4.95206 -1.72534 -2.36623
C 4.05167 -1.11949 -4.82858
C -1.61078 0.00400 4.05537
H -2.70392 1.55426 3.50003
N 0.82324 -1.08900 4.28414
N -1.33045 -0.70039 5.15313
H -4.05982 0.78230 2.24387
N -0.80028 0.05051 2.94212
H -0.35852 4.26479 -2.95522
C 2.20201 0.83536 0.35696
H 3.51851 -2.70581 -2.69179
O -2.30681 2.74042 2.39509
N -0.60628 -4.96019 4.24060
H -3.19246 -2.88935 1.13461
C -1.20632 -2.83362 1.45023
C 1.15973 -0.41853 -2.40711
H -6.29316 0.25868 1.60177
H -2.31654 5.24383 1.79388
H -1.22165 6.11692 -0.28175
C -0.13232 -1.25302 5.22688
H -2.60140 -4.14901 2.18495
C -1.79946 4.60245 1.09992
N -0.56625 4.23329 -0.86430
H 5.13545 -1.16297 -4.71350
C -0.36950 -4.29393 3.33374
H 4.73798 -1.11998 1.51683
C -0.48150 2.87099 -0.62010
H 1.96035 1.53361 -0.43115
H 3.47009 -1.46367 -1.44584
H 5.01935 0.70237 -3.02133
C -0.86514 -0.53323 -3.67216
C -2.35903 -0.33205 -1.79534
H 3.71068 -2.10841 -5.13897



11
Properties=species:S:1:pos:R:3 method="wB97M-V/def2-TZVPD" lumo_ha=-0.0050 homo_ev=-10.26 homo_lumo_gap_ev=10.12 relative_energy_ev=6.280
C -0.80424 -0.24817 -0.31906
C -0.29402 -1.06148 0.83759
O 1.71348 -0.26171 0.36039
N -0.21265 1.03188 -0.27529
H 0.86210 2.46571 -0.62978
C 1.05056 0.91710 -0.01648
O 1.93767 1.65454 -0.60872
N -1.87850 -0.32703 -0.96774
H -1.02707 -1.76101 1.24675
N 0.83782 -1.09451 1.27476
H -2.18514 -1.31532 -0.90243



43
Properties=species:S:1:pos:R:3 method="wB97M-V/def2-TZVPD" lumo_ha="-0.0701 / -0.1383" spin_multiplicity=3 homo_ev="-8.76 / -12.14" charge=+1 homo_lumo_gap_ev="6.85 / 8.38" relative_energy_ev=0.535
N -1.95615 -0.52824 3.65467
H 1.94372 3.11672 0.77696
C -0.85408 -1.32791 3.96938
H -0.48807 3.86374 -2.36185
C -3.00564 -0.15802 4.59003
C -0.52468 2.77279 -2.18231
H 1.29445 -4.36074 -0.36945
H 0.16136 2.24137 -2.86454
P -0.12988 -2.40753 -0.48046
H 1.64511 -3.23863 0.99481
H -0.69995 -1.80474 4.91570
H -3.54392 -1.05039 4.93265
N -0.69884 -0.52446 1.86841
H 2.35428 2.68814 -0.93210
H -1.44761 -2.29931 -2.46339
H 2.24973 -2.85643 -0.66343
C 1.61532 3.18879 -0.27793
H -0.50797 -3.86186 -2.37808
H -1.22754 -3.24646 1.54783
P -0.01766 2.38734 -0.46889
H -1.46802 0.02181 -1.46297
C -0.47495 -2.76571 -2.22273
Au -0.15713 -0.03635 -0.28516
H -3.70338 0.51607 4.04781
H 0.83425 -1.82231 2.63230
H 1.54587 4.25828 -0.56238
C -1.13536 3.36326 0.60010
H -2.58278 0.54359 1.92509
H -1.41494 -4.36610 0.16365
H 1.64912 0.41441 1.01077
C -0.08842 -1.32722 2.82011
H -1.09824 4.43334 0.30597
H -0.81596 3.25894 1.65525
H 1.66022 -0.30302 1.01575
H -1.54916 2.38693 -2.31746
H -2.39711 -2.83894 0.24901
C -1.83912 -0.09125 2.39509
H 1.00786 -0.00625 -1.48998
H 0.32412 -2.30026 -2.82826
C -1.41798 -3.30089 0.46371
H -2.16799 2.97886 0.48759
C 1.41401 -3.29599 -0.08715
H -2.57307 0.36263 5.45758



117
Properties=species:S:1:pos:R:3 method="wB97M-V/def2-TZVPD" lumo_ha=-0.1105 homo_ev=-4.65 homo_lumo_gap_ev=1.64
O 5.83112 -0.52494 2.44184
H 3.14602 -1.32660 -3.86476
C -0.11542 -0.73530 5.24609
C 3.59653 4.52421 -2.02310
O 6.16931 1.69311 2.60275
H 4.87098 -0.81511 -3.40027
H 11.85506 1.28257 -3.29777
C 2.97996 3.90605 0.43735
H -0.52121 -0.54359 6.32972
C -2.05080 -0.10216 -0.69172
H -10.46277 -3.86000 -2.56293
H 3.39875 1.03732 -4.68272
Cl 10.34657 -0.95060 4.31964
H -3.35953 2.44394 0.97784
H 2.25425 1.10880 -3.19433
N -3.39806 -1.56777 1.65425
C -8.08925 -3.30474 1.00571
C 6.56072 0.42425 2.66006
H 3.38392 5.61750 -2.34369
H -0.65319 0.01277 -3.48029
C 2.37510 4.03100 -1.06064
C -1.17110 -1.47400 2.82794
C -3.25434 0.90351 -0.38849
Cs 10.07418 -0.79971 1.24709
H -10.68706 -2.18356 -2.00590
H -2.23471 2.48113 -4.00748
H -2.48896 0.34113 -3.13166
Br -0.97193 -2.34666 -2.21479
H 1.47263 4.75607 -1.04839
H 5.45022 1.93970 -3.22482
H -3.13149 1.83940 -1.08273
Cl 0.66283 -1.20632 2.52465
H -7.26543 -3.92220 0.64495
C 3.40341 -1.04962 -1.64663
C 3.78428 -2.63116 -1.49727
H 1.29006 1.50384 2.05775
H -10.98933 -3.55376 -0.89472
C -2.58684 0.75172 2.06717
H 4.49411 3.99962 -4.02396
H 3.91130 -2.96145 -0.37909
H -1.09716 2.44607 0.33949
H 3.45806 4.94836 0.68435
C 2.65709 -3.55478 -2.25913
C 7.96107 0.35860 3.01354
C -1.39653 1.72506 2.56359
H -5.30952 -3.33743 -0.22340
H 2.27172 -0.90148 -1.38060
C -1.40824 0.67446 -2.90115
C -8.93543 -3.14110 -1.27508
H -0.74469 3.70171 1.65649
C -1.45833 -1.12019 4.37076
O -7.99525 -3.60709 -1.87394
B 7.33599 2.52689 2.92716
Ca 5.03095 -3.13235 0.55570
H -3.81295 -3.66447 1.52621
F -4.81747 1.14313 1.34896
H 1.97398 3.00986 -1.45739
H -0.38449 2.40151 -4.12505
C 1.86123 3.62397 1.58250
H 1.22154 4.55909 1.79923
H -7.74681 -2.66246 1.81917
H 3.99987 -0.45238 -0.85593
H 1.61254 -3.10431 -1.98262
H -4.25383 0.40712 -0.73713
H -4.56098 -1.69275 -0.80788
H -4.24709 -3.88240 -2.55316
H 2.69081 3.34892 -3.72399
H -2.41378 -0.97051 -1.40009
H -2.21366 -0.28470 4.58571
H -0.85795 -1.57677 0.19723
O 8.44383 1.59230 3.17732
Br -6.50976 0.38298 1.05358
N -3.42820 1.39438 1.00402
H 2.71919 -4.66866 -1.94047
H 0.35765 0.26872 4.91427
H -1.26074 2.98607 -2.51104
H -2.27978 -3.21558 0.59507
H -2.57604 -3.09403 -1.97950
C 0.95356 2.28082 1.27614
H -0.58353 1.22738 3.20864
H -3.73338 -1.83946 2.60641
F 7.65452 3.38723 1.81888
Cl -2.14938 -2.66013 5.18842
H -9.30006 -1.78821 0.21151
H -1.90436 2.52177 3.26098
C -2.12159 -0.78243 1.72016
H -1.29022 -2.63603 2.72664
C -3.33429 -2.82889 0.85398
C 3.74718 3.50958 -3.29042
O 8.62036 -0.65744 3.14607
C 3.75200 -0.59963 -3.17597
H -8.93120 -3.91654 1.33483
N -1.33434 -0.69803 0.45782
H 2.46573 3.41836 2.56684
C -4.31266 -2.78153 -0.47350
O -1.03246 0.62548 -1.49279
H -7.71780 -1.89897 -0.39964
H 2.77554 -3.44710 -3.40890
C -1.26352 2.24144 -3.39577
H 4.84362 -2.80125 -1.99689
F 7.07108 3.31306 4.10607
H -3.20690 -4.65130 -1.14241
H 3.84205 3.12885 0.51285
H 1.15401 1.87769 0.20057
C 3.35595 0.93189 -3.51504
H 0.62830 -1.60997 5.32734
H 4.62043 4.49549 -1.46335
H -3.30377 0.63368 2.98970
C 4.34838 2.04056 -2.85344
N -8.55320 -2.41512 -0.09352
C -3.54526 -3.66534 -1.64731
K -4.29208 -2.13524 -3.07795
Cl 5.08284 4.23747 4.05998
C -10.36382 -3.18475 -1.71164
H 4.30385 1.88625 -1.69454
O 11.93557 0.50451 -2.76014
C -0.64779 2.56170 1.39591



41
Properties=species:S:1:pos:R:3 method="wB97M-V/def2-TZVPD" lumo_ha=0.0321 homo_ev=-8.17 smiles="COc1ccc(CNCC(F)=C2CCCCC2)cc1" homo_lumo_gap_ev=9.04 relative_energy_ev=4.204
H 0.04148 -2.26865 1.77595
C -0.52982 -1.88409 0.98260
C 1.30797 0.30805 -2.57782
H 3.34337 3.11488 -1.85596
C -2.08317 0.75298 3.42375
N 0.40986 -1.38698 -0.00473
H 4.59752 -0.80320 -2.19878
H 4.60733 1.15901 -1.17682
H -5.85334 1.35161 4.72334
H 0.31780 -0.08483 -2.21354
C 4.22732 1.21063 -2.24795
F 3.29249 -2.66804 -1.31451
H 5.06907 1.65128 -2.81872
C -1.48808 -0.86942 1.58907
H 1.19004 -0.96983 0.47785
C 3.79606 -0.17807 -2.65885
H -1.10407 -2.69219 0.57357
C -3.78660 0.03908 1.66115
H -6.24401 1.97384 3.00258
O -4.22025 1.53251 3.51697
C 1.70673 1.57559 -1.82997
H 0.93336 2.47097 -1.92088
C -1.14958 -0.09488 2.77144
H 2.86743 2.33740 -3.38416
H 0.03030 -2.25734 -1.89909
C -2.77762 -0.73247 1.07412
C -5.66180 1.26117 3.60251
C -3.36160 0.75406 2.80576
H 1.80190 1.28122 -0.77654
H 3.90647 -0.41632 -3.71552
C 2.19761 -1.82840 -1.50473
H -1.87182 1.17466 4.35414
C 2.43799 -0.64992 -2.23694
H -4.81481 -0.01299 1.29135
H 0.86018 -3.22558 -0.75818
H 1.25245 0.45034 -3.74100
H -0.16807 -0.30428 3.19817
C 3.06800 2.18576 -2.35861
H -5.83953 0.24969 3.31084
H -3.13048 -1.26150 0.16647
C 0.82188 -2.24579 -1.10834